# 1
The following is a DFT calculation (the ωB97M-V functional and the def2-TZVPD basis) of an isolated ion of composition C7H7NO6S and charge -2.

Structure (ORCA input):
```
! RIJCOSX wB97M-V def2-TZVPD def2/J DEFGRID3
* xyz -2 1
O -0.547 3.680 0.741
C -0.487 2.688 0.025
C -0.523 1.209 0.354
C 0.624 0.450 -0.431
C 1.336 -0.741 0.318
C 2.921 -0.623 0.104
O 3.522 -1.653 0.400
O 3.365 0.393 -0.412
C 0.655 -2.161 0.180
C -0.607 -2.604 0.000
S -1.924 -1.501 -0.202
O -2.425 -1.630 -1.566
O -2.938 -1.736 0.815
N -1.820 0.600 -0.161
O -2.833 1.040 0.584
H -0.321 2.963 -1.040
H -0.602 1.104 1.479
H 1.416 1.155 -0.660
H 0.113 0.176 -1.373
H 1.499 -0.642 1.486
H 1.458 -2.940 0.588
H -1.879 0.773 -1.228
*
```

The orbital gap comes out at 6.71 eV. The SMILES is O=C[C@@H]1C[C@H](C(=O)[O-])C=C=[S@@](=O)([O-])[N@H+]1[O-].


# 2
The following is a DFT calculation (the ωB97M-V functional and the def2-TZVPD basis) of an isolated molecule of C7H7NOS.

Structure (ORCA input):
```
! RIJCOSX wB97M-V def2-TZVPD def2/J DEFGRID3
* xyz 0 1
O 1.541 2.091 0.136
C 2.602 1.240 -0.208
S 2.230 -0.684 0.262
N 1.767 -1.526 -1.065
C 0.420 -1.397 -0.692
C -0.883 -1.955 -1.034
C -1.921 -1.583 -0.235
C -1.793 -0.733 0.842
C -0.532 -0.174 1.191
C 0.477 -0.651 0.465
H 1.123 2.370 -0.675
H 3.600 1.470 0.401
H 2.820 1.212 -1.332
H -0.952 -2.491 -1.909
H -2.975 -1.637 -0.634
H -2.659 -0.506 1.337
H -0.470 0.537 1.967
*
```

The orbital gap comes out at 7.83 eV. The SMILES is OC[S@]12=N[C@@]13C=CC=CC=23.


# 3
The following is a DFT calculation (the ωB97M-V functional and the def2-TZVPD basis) of an isolated molecule of C7H7NOS.

Structure (ORCA input):
```
! RIJCOSX wB97M-V def2-TZVPD def2/J DEFGRID3
* xyz 0 1
C 1.973 -1.462 1.693
C 0.955 -1.100 1.179
C -1.030 1.559 -1.845
C 0.248 2.090 -1.739
C -0.338 0.052 -0.504
C -1.366 -1.852 0.681
C -0.271 -0.838 0.478
N -1.343 0.459 -1.235
O 1.087 1.677 0.839
S 1.131 1.140 -0.741
H 2.927 -1.818 2.180
H -1.748 1.887 -2.444
H 0.491 3.112 -2.223
H -1.368 -2.048 1.892
H -0.882 -2.782 0.238
H -2.304 -1.461 0.191
H 1.837 1.384 1.360
*
```

The orbital gap comes out at 7.52 eV.


# 4
The following is a DFT calculation (the ωB97M-V functional and the def2-TZVPD basis) of C7H7O6OsS as an isolated structure.

Structure (ORCA input):
```
! RIJCOSX wB97M-V def2-TZVPD def2/J DEFGRID3
* xyz 3 5
O 3.662 -0.759 -3.885
C 2.896 -0.205 -3.213
Os 1.658 0.927 -1.805
C 1.386 1.552 0.010
O 1.267 1.904 1.089
C -0.236 0.723 -1.959
O -1.387 0.663 -1.886
C 2.064 -0.798 -1.018
O 2.112 -1.791 -0.445
C 2.403 2.600 -2.602
O 2.724 3.669 -2.946
H 1.651 0.427 -3.609
C -1.279 -0.612 3.393
S -1.999 0.041 1.881
C -2.575 -1.551 1.086
O -3.181 0.907 2.189
H -1.912 -0.618 4.248
H -0.374 -0.028 3.620
H -0.860 -1.588 3.095
H -3.683 -1.582 1.105
H -2.252 -1.509 0.031
H -2.087 -2.370 1.623
*
```

The expectation value of S² is 6.025. The orbital gap (spin up / spin down) comes out at 6.41 / 5.33 eV.


# 5
The following is a DFT calculation (the ωB97M-V functional and the def2-TZVPD basis) of C7H7O6PdS as an isolated structure.

Structure (ORCA input):
```
! RIJCOSX wB97M-V def2-TZVPD def2/J DEFGRID3
* xyz 1 3
O 0.218 -0.199 -6.491
C 0.505 -0.193 -5.372
Pd -0.521 -0.229 -0.754
O 1.994 -0.217 -2.501
C 1.075 -0.217 -1.839
C -2.358 -0.236 -0.162
O -3.443 -0.243 0.158
C -0.626 -2.137 -0.979
O -0.697 -3.254 -1.142
C -0.662 1.684 -1.026
O -0.757 2.797 -1.205
H -1.271 -0.245 -2.277
C 1.146 -0.702 3.128
S 0.522 -0.321 1.501
C -0.119 1.383 1.919
O 1.848 -0.463 0.780
H 0.351 -0.682 3.816
H 1.931 0.048 3.328
H 1.601 -1.676 3.050
H -0.066 1.500 2.999
H 0.506 2.122 1.432
H -1.176 1.480 1.640
*
```

The expectation value of S² is 2.013. The orbital gap (spin up / spin down) comes out at 8.05 / 7.75 eV.


# 6
The following is a DFT calculation (the ωB97M-V functional and the def2-TZVPD basis) of C7H7O6PrS as an isolated structure.

Structure (ORCA input):
```
! RIJCOSX wB97M-V def2-TZVPD def2/J DEFGRID3
* xyz 2 3
O 2.056 -5.028 -2.108
C 1.465 -4.062 -1.937
Pr -0.255 -0.677 -1.028
O 2.910 -1.574 1.113
C 2.036 -1.442 0.393
C -1.655 -1.722 -2.610
O -2.110 -0.557 -2.477
C -1.117 -2.787 0.543
O -1.514 -3.485 1.367
C 1.611 -0.233 -2.882
O 2.420 0.086 -3.650
H -2.051 -2.478 -3.332
C 1.005 2.324 1.895
S -0.579 1.463 2.041
C -1.721 2.818 1.668
O -0.704 0.710 0.684
H 1.172 2.986 2.753
H 1.010 2.911 0.971
H 1.811 1.584 1.878
H -1.245 3.353 0.826
H -2.663 2.344 1.350
H -1.884 3.463 2.542
*
```

The expectation value of S² is 2.015. The orbital gap (spin up / spin down) comes out at 7.52 / 7.58 eV.


# 7
The following is a DFT calculation (the ωB97M-V functional and the def2-TZVPD basis) of C7H7O6PtS as an isolated structure.

Structure (ORCA input):
```
! RIJCOSX wB97M-V def2-TZVPD def2/J DEFGRID3
* xyz 3 5
O -1.045 -0.641 -3.650
C -0.518 -1.144 -2.785
Pt 0.498 -1.802 -0.782
O -2.400 -2.011 0.307
C -1.330 -1.998 -0.168
C 1.128 -2.004 1.024
O 1.405 -2.088 2.139
C 2.642 -1.472 -0.807
O 3.789 -1.204 -0.784
C 0.766 -3.595 -1.430
O 0.970 -4.683 -1.796
H 1.190 -0.928 -1.917
C 0.451 3.005 1.564
S -0.465 1.503 1.386
C -2.033 2.060 0.756
O 0.152 0.761 0.221
H -0.141 3.565 2.297
H 0.477 3.461 0.561
H 1.450 2.685 1.929
H -1.853 2.566 -0.193
H -2.717 1.208 0.640
H -2.414 2.754 1.489
*
```

The expectation value of S² is 6.016. The orbital gap (spin up / spin down) comes out at 8.15 / 8.19 eV.


# 8
The following is a DFT calculation (the ωB97M-V functional and the def2-TZVPD basis) of an isolated molecule of C7H7OP.

Structure (ORCA input):
```
! RIJCOSX wB97M-V def2-TZVPD def2/J DEFGRID3
* xyz 0 1
H -3.671 -0.603 -1.410
P -3.117 -0.546 -0.020
C -1.587 -0.069 -0.383
C -0.403 0.562 0.809
C 0.383 1.686 0.201
C 1.581 1.249 -0.097
C 1.678 -0.189 0.113
C 2.830 -0.914 -0.075
O 3.846 -0.440 -0.513
C 0.479 -0.589 0.682
H -1.176 -0.014 -1.289
H -1.030 0.753 1.658
H -0.040 2.706 0.038
H 2.378 1.877 -0.551
H 2.726 -1.974 0.205
H 0.277 -1.649 0.795
*
```

The orbital gap comes out at 8.53 eV. The SMILES is [H]/P=C/[C@@H]1C=CC(C=O)=C1.


# 9
The following is a DFT calculation (the ωB97M-V functional and the def2-TZVPD basis) of an isolated molecule of C7H8.

Structure (ORCA input):
```
! RIJCOSX wB97M-V def2-TZVPD def2/J DEFGRID3
* xyz 0 1
C -1.480 1.046 -2.550
C -1.273 0.381 -1.567
C -1.006 -0.345 -0.322
C 0.246 0.217 0.396
C 1.539 -0.278 -0.261
C 0.219 -0.116 1.826
C 0.200 -0.373 3.002
H -1.675 1.639 -3.416
H -0.862 -1.413 -0.525
H -1.879 -0.261 0.335
H 0.205 1.311 0.309
H 1.614 -1.368 -0.177
H 1.554 -0.007 -1.322
H 2.414 0.161 0.226
H 0.185 -0.594 4.047
*
```

The orbital gap comes out at 10.98 eV. The SMILES is C#CC[C@H](C)C#C.


# 10
The following is a DFT calculation (the ωB97M-V functional and the def2-TZVPD basis) of an isolated molecule of C7H8.

Structure (ORCA input):
```
! RIJCOSX wB97M-V def2-TZVPD def2/J DEFGRID3
* xyz 0 1
C -1.603 -0.533 1.397
C -0.392 -0.211 0.405
C -0.266 -0.913 -0.744
C 0.817 -0.673 -1.488
C 1.802 0.125 -0.913
C 1.256 1.281 -0.374
C 0.151 0.981 0.502
H -2.486 -0.976 1.045
H -1.967 0.523 1.762
H -1.367 -1.227 2.166
H -1.273 -1.093 -1.110
H 0.864 -1.183 -2.485
H 2.785 0.036 -1.117
H 1.678 2.282 -0.444
H 0.002 1.581 1.398
*
```

The orbital gap comes out at 9.28 eV. The SMILES is Cc1ccccc1.


In order of appearance, ΔE to the lowest compared entry with this formula, charge and spin = 116.61; 75.72; 101.66; 43.07; 37.96; 0.00; 6.54; 29.78; 85.21; 76.08 kcal per mole.